1.
19
Properties=species:S:1:pos:R:3:mulliken_charge:R:1 method="wB97M-V/def2-TZVPD" total_charge=+2 e_tot_ha=-1020.62776 mol_weight_g_mol=199.2
S 0.13638 0.11053 1.08761 0.464
O -2.51790 -1.70410 -0.01829 -0.051
O 1.12202 0.29510 -0.03833 -0.591
O -0.88478 -1.87877 -4.71665 -0.008
O 0.68555 1.95592 -2.13007 -0.108
O 3.37708 -3.09466 -0.28474 -0.143
C 2.49483 -2.81760 -0.97784 0.148
C -0.94337 1.52778 1.05036 -1.031
C -1.97758 -1.13481 -0.87051 0.825
C -0.95915 -1.29707 -3.73339 0.704
C 0.89966 0.43985 2.66424 -1.011
C 0.06517 1.00993 -1.96775 0.765
Be -1.16463 -0.33655 -2.19218 -0.275
H 1.26461 1.45301 2.65824 0.370
H -1.60213 1.41443 1.90564 0.447
H 0.13877 0.31671 3.43682 0.419
H 1.70618 -0.26023 2.83995 0.376
H -0.32036 2.41333 1.15887 0.392
H -1.52035 1.58720 0.12802 0.308

---

2.
89
Properties=species:S:1:pos:R:3:mulliken_charge:R:1 method="wB97M-V/def2-TZVPD" spin_multiplicity=6 mol_weight_g_mol=843.2 s_squared=8.7705 de_lowest_kcal_mol=15.98
Fe -0.13010 -1.22484 0.77041 0.091
Cl -7.03174 -2.14594 3.38125 -0.236
S -1.90284 -0.74517 -1.59373 -0.514
S 3.54370 0.56173 -0.35441 -0.502
P 1.87804 1.49354 0.16829 0.680
P -0.85116 0.98238 -1.30523 1.398
O 1.21333 -2.89787 -1.89111 -0.514
O -1.53474 -0.71552 2.16797 -0.626
N 1.08897 -3.81551 -3.95332 -0.414
N 1.40090 -2.37237 1.08862 0.472
N -1.10670 -3.07223 1.05905 1.159
C -1.80060 2.66222 0.59414 0.079
C -0.20976 1.28174 -2.99423 -0.108
C 0.44999 0.52550 -0.21353 -0.330
C -2.45990 3.78807 1.07706 -1.075
C 2.18936 -4.69778 1.15371 0.965
C 2.06682 1.76633 1.98356 -0.040
C 0.61983 -3.62595 -2.71983 0.706
C 1.52023 5.49950 -0.03802 -1.186
C 3.08642 2.66362 2.41595 -0.588
C 3.70862 -2.85467 1.51231 -1.260
C 0.00439 2.51484 -3.63363 -0.110
C -2.57074 3.14020 -1.63198 -0.380
C 0.07861 0.14563 -3.67831 -0.316
C -2.78244 -0.97695 2.22033 0.156
C 1.27864 1.50091 4.24429 -0.888
C 2.32517 2.32425 4.68726 -0.628
C 3.21994 2.82103 3.78098 -0.611
C -3.25009 4.54931 0.20165 -0.630
C 0.21249 0.12283 -5.08622 -0.773
C 1.13924 1.24415 2.87973 0.767
C 2.63461 -1.98528 1.37665 0.000
C 0.34875 2.53334 -4.97714 -0.837
C 2.19050 5.83557 -1.21691 -0.426
C -0.70779 -4.32500 -2.43985 -0.916
C 1.81781 3.14812 -0.53819 0.722
C -3.76340 -0.02966 2.58490 -0.682
C 1.85912 -6.09662 1.22217 -1.006
C 2.33344 3.47347 -1.79055 -0.671
C 1.32594 4.14937 0.30008 0.125
C -3.44392 4.10265 -1.07946 -0.667
C -0.18050 -4.13173 1.03676 0.553
C 3.51334 -4.19477 1.30708 -0.711
C 0.35308 1.34447 -5.74252 -0.561
C -2.31507 -3.27589 1.51647 0.177
C -5.42814 -1.74051 2.93549 0.312
C 2.60397 4.81977 -2.09838 -0.645
C -0.49209 -5.46828 1.03058 -0.585
C 1.15733 -3.72492 1.08056 0.082
C -5.05545 -0.38809 2.83385 -0.701
C -1.76340 2.39947 -0.79103 0.669
C -3.26990 -2.38154 2.08779 -0.363
C -4.53615 -2.71437 2.58011 -1.037
C 0.51383 -6.40437 1.18418 -0.794
H 1.98024 -3.34181 -4.15972 0.299
H 0.01891 3.42618 -2.98710 0.598
H -2.36507 4.17450 2.06856 0.474
H 0.21598 -7.43915 1.21696 0.397
H -1.36510 -4.21986 -3.32213 0.422
H 0.25942 -0.86725 -5.54500 0.417
H -1.51189 -5.82498 0.96730 0.378
H -2.64022 3.01327 -2.72727 0.358
H -0.54930 -5.37623 -2.27911 0.415
H 0.59571 1.09679 5.00284 0.438
H -2.73463 -4.27029 1.26504 0.114
H 0.93743 3.83388 1.26255 0.587
H -1.21411 -3.84254 -1.58629 -0.083
H 2.45070 6.87935 -1.46197 0.374
H 0.66970 -4.44790 -4.63362 0.184
H 2.49159 2.27218 5.74121 0.363
H 2.80030 -0.87066 1.58569 0.301
H 0.20475 -0.76403 -3.12295 0.202
H 4.65768 -2.37857 1.69407 0.486
H -1.24163 2.01033 1.28442 0.422
H 4.30797 -4.89781 1.26726 0.482
H -4.79712 -3.73601 2.70860 0.515
H 0.67451 3.48561 -5.42291 0.368
H 2.72582 2.69389 -2.44112 0.446
H 0.69216 1.32688 -6.77762 0.334
H -3.51558 0.99428 2.76605 0.483
H 3.15198 5.08549 -3.03807 0.364
H 2.56913 -6.92023 1.24908 0.406
H 1.23910 6.33334 0.60091 0.434
H 4.08336 3.41691 4.11544 0.335
H -3.86817 5.37325 0.58521 0.374
H -5.80558 0.36939 2.92228 0.454
H 3.77021 3.02893 1.64248 0.445
H 0.31625 0.54379 2.53228 0.246
H -4.29425 4.45089 -1.66896 0.388

---

3.
27
Properties=species:S:1:pos:R:3:mulliken_charge:R:1 method="wB97M-V/def2-TZVPD" smiles=O.O.O.O.O.O.O.O.O mol_weight_g_mol=162.1 de_lowest_kcal_mol=71.87
O -0.45319 2.34241 1.36300 -0.541
O -2.24019 -1.62559 3.10100 -0.627
O 1.86881 0.23141 -3.47900 -0.787
O 0.34381 -0.31259 -0.08100 -0.694
O 0.35781 -2.43359 1.97700 -0.633
O 2.17681 1.26341 1.42700 -0.592
O -2.24119 -0.40459 0.72000 -0.663
O 0.17981 2.12041 -2.33800 -0.606
O 0.76981 -1.71359 -2.33200 -0.772
H 1.50981 -0.61659 -3.22600 0.400
H -1.11719 2.24841 0.70500 0.269
H -0.18019 -2.01759 -2.29600 0.324
H -2.15519 -1.34659 4.03800 0.331
H 0.76981 1.43441 -2.61000 0.372
H -0.19819 -1.92159 2.55300 0.311
H 2.44781 2.11941 1.18500 0.308
H -0.98019 2.80441 2.00900 0.280
H 1.51581 1.04541 0.79500 0.284
H -2.28519 0.50741 1.06600 0.307
H -2.82819 -0.43859 -0.01100 0.270
H 1.33981 -2.32059 -1.81800 0.349
H -2.00119 -0.89359 2.61400 0.319
H 0.29181 -2.06159 1.10300 0.374
H 2.58881 0.38341 -2.84200 0.326
H -0.55919 -0.55659 0.19100 0.339
H 0.53881 2.83941 -2.86700 0.287
H 0.53981 -0.67659 -0.94700 0.464

---

4.
12
Properties=species:S:1:pos:R:3:mulliken_charge:R:1 method="wB97M-V/def2-TZVPD" mol_weight_g_mol=157.0 de_lowest_kcal_mol=83.12
Br 1.70331 -0.61916 2.49109 0.304
F 2.30953 1.24975 3.27521 -0.612
O -1.11499 -1.02377 1.20149 -0.517
C -0.16776 -0.72020 0.23439 0.296
C -0.32498 0.64059 -0.46771 -1.113
C 1.22954 -0.88640 0.73874 -0.441
H -1.21933 -0.17205 1.72069 0.388
H 0.10245 0.58079 -1.49911 0.359
H -0.26156 -1.46491 -0.53969 0.250
H -0.18951 1.61802 0.10631 0.320
H 1.96050 -1.18884 0.02409 0.424
H -1.41051 0.65102 -0.65750 0.344